No. 1
Density functional theory data (ωB97M-V/def2-TZVPD) for a cluster of 3 separate species, C4H10O in total.

The SMILES is [H][H].CC=O.C=C. Its LUMO energy is 1.1 eV. The calculation puts the highest occupied orbital energy at -0.3581 Eh. Its total charge is 0. Its total energy is -6355.38572 eV. For the energy above the lowest of the compared OMol25 structures with the same formula, charge and spin, the calculation gives 2.417 eV.

Atoms and positions in Å:
H  2.44  0.06  -0.23
H  1.77  0.19  -0.52
C  -0.28  -1.88  0.59
C  -0.13  -1.82  -0.90
O  -0.27  -0.83  -1.58
H  0.59  -2.39  1.03
H  -1.16  -2.49  0.84
H  -0.40  -0.88  1.02
H  0.12  -2.78  -1.39
C  -0.91  1.93  -0.24
C  0.02  2.33  0.62
H  -1.97  2.12  -0.07
H  -0.66  1.40  -1.15
H  -0.23  2.87  1.54
H  1.08  2.17  0.44

Atom charges from the Löwdin analysis, given in e for atoms 1 to 4: number 1, H, carries 0.0621; number 2, H, carries 0.0279; number 3, C, carries -0.0612; number 4, C, carries -0.3274

***

No. 2
Density functional theory data (ωB97M-V/def2-TZVPD) for the molecule C4H10O.

The SMILES is COC(C)C. Its LUMO energy is 1.1 eV. The calculation puts the highest occupied orbital energy at -0.3524 Eh. Its total charge is 0. Its total energy is -6356.80258 eV. For the energy above the lowest of the compared OMol25 structures with the same formula, charge and spin, the calculation gives 1.000 eV.

Atoms and positions in Å:
C  -0.20  0.97  1.67
O  0.63  0.31  0.76
C  -0.10  -0.29  -0.30
C  -0.08  0.77  -1.43
C  0.48  -1.72  -0.38
H  0.40  1.71  2.19
H  -0.60  0.24  2.40
H  -1.05  1.47  1.18
H  -1.16  -0.44  0.00
H  0.77  0.67  -2.12
H  0.05  1.74  -0.94
H  -1.00  0.83  -2.01
H  -0.17  -2.46  -0.87
H  0.58  -2.03  0.67
H  1.48  -1.78  -0.82

Atom charges from the Löwdin analysis, given in e for atoms 1 to 4: number 1, C, carries -0.1263; number 2, O, carries -0.2133; number 3, C, carries -0.4402; number 4, C, carries -0.0337

***

No. 3
Density functional theory data (ωB97M-V/def2-TZVPD) for a cluster of 2 separate species, C4H10O in total.

The SMILES is C/C=C/C.O. Its LUMO energy is 1.0 eV. The calculation puts the highest occupied orbital energy at -0.3504 Eh. Its total charge is 0. Its total energy is -6357.14091 eV. For the energy above the lowest of the compared OMol25 structures with the same formula, charge and spin, the calculation gives 0.662 eV.

Atoms and positions in Å:
C  -1.33  -1.39  0.93
C  -0.96  -0.31  -0.03
C  0.20  -0.23  -0.70
C  0.60  0.88  -1.62
H  -0.48  -2.04  1.15
H  -2.15  -2.01  0.54
H  -1.68  -0.97  1.88
H  -1.70  0.48  -0.19
H  0.93  -1.03  -0.55
H  0.72  0.53  -2.65
H  -0.14  1.69  -1.61
H  1.56  1.31  -1.29
O  1.55  1.41  1.47
H  0.73  1.03  1.13
H  2.14  0.65  1.53

Atom charges from the Löwdin analysis, given in e for atoms 1 to 4: number 1, C, carries -0.1070; number 2, C, carries -0.1977; number 3, C, carries -0.2164; number 4, C, carries -0.1076